96
Properties=species:S:1:pos:R:3 method="wB97M-V/def2-TZVPD" gap_ev=5.4400 total_charge=0 e_homo_ev=-8.27 multiplicity=2
C 0.441 -1.596 2.873
C -0.050 -1.180 1.352
O -1.256 -1.504 0.830
O 0.889 -0.392 0.539
C 0.789 -0.711 -0.898
C 2.053 -0.082 -1.738
C 1.793 1.411 -2.364
C 0.617 2.281 -1.612
C 1.096 2.888 -0.134
C -0.108 3.659 0.670
C -1.406 2.667 1.028
C -2.711 3.377 0.336
C -4.155 2.617 0.705
P -4.500 2.736 2.606
S -3.598 1.359 3.649
C -3.998 1.080 0.155
C -5.370 0.411 -0.443
C -5.177 0.198 -2.057
C -5.444 -1.127 0.209
N -6.654 1.092 -0.030
O -7.715 0.412 -0.569
C -6.699 2.557 -0.388
C -7.252 2.896 -1.894
C -7.791 3.250 0.672
C -5.298 3.379 -0.187
H -0.246 -2.462 3.258
H 1.549 -1.988 2.840
H 0.368 -0.700 3.649
H 0.873 -1.899 -0.972
H -0.237 -0.421 -1.386
H 2.971 0.015 -0.991
H 2.311 -0.797 -2.656
H 1.601 1.286 -3.529
H 2.790 2.062 -2.285
H 0.444 3.248 -2.289
H -0.426 1.744 -1.559
H 1.665 2.100 0.524
H 1.904 3.724 -0.404
H 0.343 4.148 1.660
H -0.494 4.519 -0.061
H -1.255 1.585 0.590
H -1.453 2.668 2.221
H -2.592 3.238 -0.844
H -2.794 4.540 0.592
H -4.051 4.031 3.128
H -5.925 2.624 2.926
H -3.525 0.350 0.941
H -3.226 1.120 -0.754
H -4.380 -0.671 -2.198
H -6.146 -0.160 -2.620
H -4.704 1.150 -2.597
H -6.014 -1.077 1.245
H -6.090 -1.859 -0.477
H -4.361 -1.567 0.324
H -7.343 4.084 -1.971
H -6.413 2.614 -2.694
H -8.270 2.391 -2.177
H -8.328 2.428 1.351
H -8.627 3.864 0.131
H -7.227 3.956 1.447
H -4.839 3.548 -1.266
H -5.433 4.462 0.284
C 5.491 -2.111 -6.865
O 5.061 -1.286 -5.797
P 6.273 -0.274 -5.090
O 5.203 0.386 -4.212
O 6.425 0.568 -6.498
C 5.293 1.204 -7.063
O 7.485 0.738 -4.383
C 7.896 0.323 -3.091
H 5.268 -3.151 -6.621
H 4.939 -1.831 -7.767
H 6.563 -2.008 -7.053
H 4.373 1.019 -6.505
H 5.163 0.829 -8.082
H 5.474 2.281 -7.108
H 8.220 -0.720 -3.119
H 7.078 0.445 -2.379
H 8.734 0.952 -2.774
C 3.251 -5.907 8.009
O 4.116 -6.160 6.916
P 3.656 -5.446 5.408
O 4.968 -5.935 4.782
O 3.873 -3.936 6.031
C 5.131 -3.571 6.569
O 3.196 -4.732 3.901
C 2.715 -5.665 2.948
H 2.916 -6.860 8.423
H 3.808 -5.362 8.776
H 2.379 -5.319 7.710
H 5.855 -4.388 6.563
H 4.980 -3.247 7.602
H 5.534 -2.732 5.996
H 1.894 -6.246 3.376
H 3.521 -6.327 2.630
H 2.349 -5.113 2.077